No. 1
{
  "formula": "C7H13N",
  "method": "ωB97M-V/def2-TZVPD",
  "elements": ["C", "C", "C", "C", "N", "C", "C", "C", "H", "H", "H", "H", "H", "H", "H", "H", "H", "H", "H", "H", "H"],
  "coordinates": [[-1.614, -1.635, 0.371], [-1.310, -0.369, 0.131], [-2.178, 0.509, -0.716], [-0.042, 0.244, 0.686], [-0.295, 1.574, 1.228], [1.039, 0.243, -0.392], [1.837, -0.995, -0.664], [2.484, 0.180, 0.005], [-2.494, -2.095, -0.044], [-1.000, -2.263, 0.994], [-2.610, 1.299, -0.103], [-2.986, -0.066, -1.161], [-1.601, 0.974, -1.514], [0.304, -0.376, 1.521], [0.547, 1.925, 1.672], [-0.532, 2.217, 0.479], [0.796, 0.866, -1.246], [2.107, -1.221, -1.684], [1.629, -1.869, -0.067], [3.202, 0.762, -0.552], [2.718, 0.096, 1.057]],
  "homo_ha": -0.3368,
  "lumo_ha": 0.0395,
  "smiles": "C=C(C)[C@H](N)C1CC1",
  "energy_ev": -8958.66261,
  "homo_lumo_gap_ha": 0.3763
}



No. 2
{
  "formula": "C19H31NO14",
  "method": "ωB97M-V/def2-TZVPD",
  "elements": ["C", "C", "O", "O", "C", "N", "C", "C", "C", "O", "C", "O", "O", "H", "H", "H", "H", "H", "H", "H", "H", "H", "H", "H", "H", "H", "C", "C", "C", "O", "C", "O", "O", "H", "H", "H", "H", "H", "H", "C", "C", "C", "O", "C", "O", "O", "H", "H", "H", "H", "H", "H", "C", "C", "C", "O", "C", "O", "O", "H", "H", "H", "H", "H", "H"],
  "coordinates": [[1.723, 1.617, -3.546], [1.161, 2.167, -4.948], [1.462, 1.498, -5.973], [0.396, 3.383, -5.028], [-1.002, 3.090, -5.248], [-1.722, 2.590, -4.040], [-3.069, 2.027, -4.352], [-3.193, 0.497, -3.837], [-2.342, 0.200, -2.512], [-1.028, -0.279, -2.903], [-1.735, 3.553, -2.940], [-0.666, 3.678, -2.277], [-2.820, 4.397, -2.584], [2.502, 2.325, -3.077], [0.879, 1.499, -2.776], [2.193, 0.591, -3.687], [-1.526, 4.005, -5.682], [-1.082, 2.266, -6.054], [-3.146, 1.968, -5.505], [-3.951, 2.659, -4.010], [-2.810, -0.158, -4.702], [-4.298, 0.243, -3.703], [-2.878, -0.641, -1.950], [-2.273, 1.101, -1.802], [-0.681, 0.226, -3.668], [-2.968, 4.223, -1.620], [1.081, -3.389, 0.594], [-0.359, -3.536, 0.153], [-0.541, -3.489, -1.335], [-1.861, -2.971, -1.465], [-2.101, -2.228, -0.352], [-3.040, -1.491, -0.220], [-1.139, -2.424, 0.589], [1.151, -3.469, 1.681], [1.715, -4.158, 0.147], [1.476, -2.405, 0.328], [-0.794, -4.446, 0.581], [-0.469, -4.477, -1.794], [0.152, -2.810, -1.842], [-2.061, 1.858, 4.421], [-2.020, 0.462, 3.837], [-2.523, -0.598, 4.773], [-1.799, -1.748, 4.350], [-0.642, -1.300, 3.791], [0.286, -1.999, 3.503], [-0.676, 0.048, 3.604], [-1.720, 2.586, 3.681], [-3.072, 2.127, 4.734], [-1.388, 1.945, 5.278], [-2.554, 0.437, 2.880], [-3.597, -0.762, 4.675], [-2.287, -0.402, 5.823], [3.180, -1.217, 3.950], [4.607, -1.272, 3.448], [5.579, -0.525, 4.313], [6.586, -0.141, 3.382], [5.983, -0.061, 2.162], [6.487, 0.418, 1.189], [4.731, -0.597, 2.198], [2.530, -1.808, 3.303], [3.102, -1.605, 4.968], [2.794, -0.194, 3.928], [4.917, -2.313, 3.304], [6.002, -1.152, 5.099], [5.159, 0.379, 4.765]],
  "homo_ha": -0.3634,
  "lumo_ha": 0.0101,
  "smiles": "CC(=O)OCN(CCCO)C(=O)O.C[C@@H]1COC(=O)O1.C[C@@H]1COC(=O)O1.C[C@@H]1COC(=O)O1",
  "energy_ev": -50359.28614,
  "homo_lumo_gap_ha": 0.3735
}



Which formula does entry 1 have?
C7H13N